(1)
DFT (ωB97M-V with the def2-TZVPD basis set) results for one molecule with the formula C4H3NO at a distorted geometry.

Output
- 2S+1 = 1
- ΔE to the lowest compared entry with this formula, charge and spin (kJ/mol) = 175.0
- F_max (eV Å⁻¹) = 4.6
- DFT total energy (eV) = -7730.930
- E_HOMO (eV) = -7.99
- M (g/mol) = 81.1

Element x y z (Å)
C1 0.179 -0.004 0.319
C2 -0.917 0.729 -0.391
C3 1.416 -0.281 0.112
C4 -2.181 0.409 -0.100
N1 2.366 -0.963 -0.239
O1 -3.183 -0.123 0.034
H1 -0.213 -0.667 1.052
H2 -0.693 1.672 -0.858
H3 3.226 -0.770 0.071

(2)
DFT (ωB97M-V with the def2-TZVPD basis set) results for one molecule with the formula C9H16N2O at a distorted geometry.

Output
- 2S+1 = 1
- ΔE to the lowest compared entry with this formula, charge and spin (kJ/mol) = 205.8
- F_max (eV Å⁻¹) = 4.5
- DFT total energy (eV) = -14618.651
- E_HOMO (eV) = -8.26
- M (g/mol) = 168.2
- structure (SMILES) = CC1=NC2(CCN(C)CC2)CO1

Element x y z (Å)
C1 -2.759 2.799 0.470
C2 -2.082 1.541 0.194
N1 -1.158 1.247 -0.700
C3 -0.537 0.009 -0.172
C4 0.463 0.359 0.868
C5 1.417 -0.843 1.162
N2 1.985 -1.392 -0.054
C6 2.806 -0.416 -0.735
C7 1.001 -1.896 -0.949
C8 0.112 -0.752 -1.362
C9 -1.671 -0.671 0.512
O1 -2.405 0.452 1.036
H1 -2.744 2.831 1.570
H2 -2.284 3.598 -0.087
H3 -3.868 2.866 0.176
H4 -0.087 0.504 1.860
H5 1.094 1.204 0.693
H6 2.282 -0.467 1.697
H7 0.915 -1.654 1.655
H8 3.730 -0.341 -0.081
H9 3.174 -0.851 -1.710
H10 2.428 0.639 -0.739
H11 0.363 -2.721 -0.554
H12 1.631 -2.460 -1.791
H13 -0.712 -1.029 -1.994
H14 0.643 0.004 -1.912
H15 -2.315 -1.077 -0.312
H16 -1.423 -1.480 1.259

(3)
DFT (ωB97M-V with the def2-TZVPD basis set) results for C23H49AuN3P4Se as an isolated structure at a distorted geometry.

Output
- 2S+1 = 3
- ΔE to the lowest compared entry with this formula, charge and spin (kJ/mol) = 0.0
- F_max (eV Å⁻¹) = 2.1
- total charge = +3
- DFT total energy (eV) = -135282.148
- E_HOMO (alpha / beta) (eV) = -15.62 / -15.68
- M (g/mol) = 767.5

Element x y z (Å)
Au1 0.035 -1.069 0.526
P1 -1.251 -3.085 1.156
P2 1.948 -1.180 2.305
P3 1.611 -2.101 -0.920
H1 -2.915 2.739 -5.517
C1 -3.069 1.702 -5.891
C2 -3.289 0.654 -5.070
H2 -3.514 0.817 -4.011
C3 -2.744 -2.770 2.119
C4 -0.390 -4.418 2.076
C5 -1.834 -3.856 -0.395
C6 3.151 0.162 2.055
C7 1.444 -0.945 4.036
C8 3.019 -2.647 2.464
C9 0.963 -1.897 -2.595
C10 2.025 -3.870 -0.728
C11 3.212 -1.232 -0.927
H3 -3.055 1.532 -6.982
H4 -3.274 -0.372 -5.478
H5 -3.265 -1.898 1.707
H6 -2.485 -2.587 3.169
H7 -3.407 -3.640 2.068
H8 0.014 -4.031 3.025
H9 0.417 -4.877 1.483
H10 -1.134 -5.195 2.308
H11 -2.501 -3.139 -0.893
H12 -2.400 -4.769 -0.161
H13 -0.985 -4.108 -1.049
H14 3.932 0.031 2.813
H15 2.665 1.135 2.171
H16 3.595 0.114 1.060
H17 2.285 -1.284 4.656
H18 0.556 -1.556 4.246
H19 1.230 0.110 4.249
H20 3.588 -2.491 3.391
H21 3.715 -2.747 1.624
H22 2.409 -3.554 2.560
H23 1.674 -2.304 -3.328
H24 0.819 -0.822 -2.781
H25 0.002 -2.423 -2.682
H26 2.697 -4.124 -1.561
H27 1.126 -4.499 -0.795
H28 2.547 -4.063 0.222
H29 3.768 -1.534 -1.821
H30 3.815 -1.480 -0.044
H31 3.064 -0.145 -0.966
C12 1.416 2.873 -3.000
C13 0.181 2.276 -3.308
C14 -0.247 2.381 -4.620
C15 0.526 2.998 -5.604
C16 1.818 3.446 -5.313
C17 2.292 3.329 -4.008
Se1 1.728 3.326 -1.173
H32 2.161 1.955 -0.844
H33 -0.451 1.809 -2.546
H34 -1.221 1.977 -4.848
H35 0.103 3.138 -6.597
H36 2.425 3.904 -6.090
H37 3.296 3.645 -3.718
C18 -1.275 2.950 3.763
N1 -0.572 3.413 2.534
C19 -1.556 3.818 1.509
N2 -2.527 2.767 1.175
C20 -3.208 2.294 2.422
N3 -2.265 1.891 3.479
C21 -1.627 0.626 3.161
P4 -0.674 0.896 1.565
C22 0.355 2.413 2.026
C23 -1.915 1.679 0.423
H38 -1.821 3.819 4.157
H39 -0.530 2.583 4.491
H40 -1.011 4.104 0.599
H41 -2.121 4.662 1.922
H42 -3.868 1.444 2.175
H43 -3.784 3.150 2.804
H44 -0.948 0.328 3.977
H45 -2.392 -0.156 3.023
H46 1.097 2.158 2.801
H47 0.878 2.805 1.127
H48 -2.666 0.931 0.115
H49 -1.409 2.083 -0.472

(4)
DFT (ωB97M-V with the def2-TZVPD basis set) results for one molecule with the formula C2H6N4S at a distorted geometry.

Output
- 2S+1 = 1
- ΔE to the lowest compared entry with this formula, charge and spin (kJ/mol) = 532.4
- F_max (eV Å⁻¹) = 5.3
- DFT total energy (eV) = -18961.528
- E_HOMO (eV) = -8.61
- M (g/mol) = 118.2

Element x y z (Å)
C1 0.535 -0.003 -0.552
C2 1.259 0.985 0.390
N1 -0.883 0.338 -0.782
N2 0.658 -1.387 -0.036
N3 -2.205 -0.243 1.046
N4 -1.731 0.073 -0.021
S1 -3.613 0.081 -0.011
H1 1.072 0.038 -1.431
H2 2.198 0.590 0.423
H3 0.750 1.135 1.391
H4 1.357 1.942 -0.167
H5 0.649 -1.966 -0.790
H6 -0.046 -1.584 0.541

(5)
DFT (ωB97M-V with the def2-TZVPD basis set) results for C17H31BrN2NiO3Si as an isolated structure.

Output
- 2S+1 = 3
- ΔE to the lowest compared entry with this formula, charge and spin (kJ/mol) = 0.0
- F_max (eV Å⁻¹) = 0.8
- DFT total energy (eV) = -146215.634
- E_HOMO (alpha / beta) (eV) = -7.32 / -8.28
- M (g/mol) = 478.1

Element x y z (Å)
Ni1 1.377 -1.374 -0.130
O1 -0.683 -4.022 5.041
C1 -0.114 -3.369 4.015
C2 0.685 -2.238 4.179
C3 1.214 -1.637 3.058
N1 0.992 -2.092 1.823
C4 0.235 -3.176 1.698
Br1 -0.023 -3.697 -0.107
C5 -0.348 -3.864 2.734
H1 -0.459 -3.601 5.879
H2 0.894 -1.835 5.161
H3 1.844 -0.760 3.134
H4 -0.959 -4.739 2.577
C6 -2.051 -0.855 -2.324
C7 -0.816 0.047 -2.454
C8 -1.236 1.306 -3.222
C9 0.195 -0.730 -3.313
Si1 -0.038 0.423 -0.713
C10 -1.423 0.827 0.602
C11 -2.154 -0.457 1.025
C12 -2.468 1.829 0.098
C13 -0.807 1.402 1.884
C14 1.261 1.869 -0.803
C15 2.180 1.805 0.428
C16 0.651 3.274 -0.871
C17 2.171 1.686 -2.026
H5 -2.391 -1.141 -3.325
H6 -2.887 -0.360 -1.830
H7 -1.834 -1.776 -1.778
H8 -1.694 1.019 -4.176
H9 -0.387 1.950 -3.453
H10 -1.967 1.903 -2.675
H11 -0.293 -1.058 -4.238
H12 0.575 -1.623 -2.809
H13 1.062 -0.134 -3.595
H14 -2.669 -0.952 0.205
H15 -2.905 -0.212 1.786
H16 -1.466 -1.178 1.470
H17 -3.052 1.435 -0.734
H18 -2.019 2.768 -0.228
H19 -3.174 2.063 0.904
H20 -0.020 0.759 2.284
H21 -1.586 1.485 2.652
H22 -0.386 2.395 1.740
H23 1.664 2.036 1.358
H24 2.994 2.531 0.312
H25 2.668 0.832 0.535
H26 0.088 3.529 0.027
H27 -0.017 3.395 -1.726
H28 1.450 4.017 -0.974
H29 2.638 0.699 -2.052
H30 2.979 2.425 -1.983
H31 1.643 1.838 -2.966
O2 4.040 -0.933 0.045
N2 4.001 -1.662 -0.928
O3 2.823 -2.072 -1.224

(6)
DFT (ωB97M-V with the def2-TZVPD basis set) results for one molecule with the formula C27H34N4O5 at a distorted geometry.

Output
- 2S+1 = 1
- ΔE to the lowest compared entry with this formula, charge and spin (kJ/mol) = 51.0
- F_max (eV Å⁻¹) = 1.2
- DFT total energy (eV) = -44749.478
- E_HOMO (eV) = -7.60
- M (g/mol) = 494.6
- structure (SMILES) = CCOC(=O)C1CCN(C(=O)CCc2c(C)nc3cc(-c4ccc(OC)cc4OC)nn3c2C)CC1

Element x y z (Å)
C1 -3.405 -8.659 2.982
C2 -4.727 -7.940 2.756
O1 -4.575 -6.524 2.875
C3 -4.125 -5.865 1.804
O2 -3.888 -6.385 0.745
C4 -3.995 -4.379 2.105
C5 -3.475 -3.611 0.889
C6 -2.002 -3.941 0.623
N1 -1.205 -3.692 1.800
C7 -0.242 -2.757 1.972
O3 0.296 -2.590 3.053
C8 0.151 -1.903 0.779
C9 -0.812 -0.711 0.638
C10 -0.274 0.304 -0.332
C11 -0.578 0.239 -1.721
C12 -1.474 -0.821 -2.285
N2 -0.106 1.098 -2.588
C13 0.693 2.069 -2.153
C14 1.343 3.114 -2.788
C15 2.032 3.793 -1.773
C16 2.888 4.966 -1.850
C17 3.549 5.379 -0.698
C18 4.382 6.480 -0.671
C19 4.570 7.210 -1.837
O4 5.361 8.314 -1.957
C20 6.051 8.768 -0.819
C21 3.916 6.819 -3.005
C22 3.082 5.714 -3.031
O5 2.425 5.308 -4.149
C23 2.580 6.047 -5.337
N3 1.827 3.211 -0.578
N4 1.028 2.183 -0.802
C24 0.556 1.309 0.115
C25 0.967 1.531 1.533
C26 -1.628 -4.486 2.936
C27 -3.071 -4.148 3.308
H1 -3.568 -9.733 2.965
H2 -2.983 -8.379 3.944
H3 -2.701 -8.399 2.196
H4 -5.459 -8.210 3.520
H5 -5.121 -8.172 1.761
H6 -5.003 -4.031 2.361
H7 -4.059 -3.874 0.007
H8 -3.583 -2.541 1.078
H9 -1.644 -3.357 -0.222
H10 -1.922 -5.002 0.364
H11 0.201 -2.482 -0.142
H12 1.153 -1.525 0.991
H13 -1.790 -1.061 0.307
H14 -0.935 -0.251 1.619
H15 -2.465 -0.772 -1.836
H16 -1.563 -0.662 -3.355
H17 -1.062 -1.813 -2.109
H18 1.319 3.341 -3.829
H19 3.391 4.802 0.199
H20 4.870 6.753 0.251
H21 6.750 8.013 -0.445
H22 6.608 9.646 -1.142
H23 5.361 9.052 -0.017
H24 4.092 7.417 -3.883
H25 3.620 6.046 -5.679
H26 1.958 5.544 -6.077
H27 2.236 7.079 -5.218
H28 0.126 1.908 2.114
H29 1.313 0.610 1.996
H30 1.761 2.273 1.550
H31 -0.954 -4.263 3.764
H32 -1.544 -5.547 2.676
H33 -3.392 -4.761 4.150
H34 -3.125 -3.098 3.602